{
  "formula": "C6H7N3O4",
  "method": "ωB97M-V/def2-TZVPD",
  "elements": ["C", "C", "C", "C", "C", "C", "N", "N", "N", "O", "O", "O", "O", "H", "H", "H", "H", "H", "H", "H"],
  "xyz": [[1.9475, 1.1083, 0.3165], [0.9937, 1.0263, 1.3846], [1.6562, 0.8939, -0.9697], [-0.1744, 0.4538, 1.1971], [-0.9628, -1.6001, -0.3856], [-0.5595, -0.1408, -0.4519], [0.4700, 0.1307, -1.3067], [0.0296, -2.3969, 0.1827], [-1.7151, 0.7640, -0.5683], [-2.0240, -1.9587, -0.8170], [-1.6549, 1.6913, -1.3439], [-2.6756, 0.5375, 0.1743], [-1.1410, 0.3094, 2.0557], [2.8988, 1.4975, 0.4622], [1.3846, 1.3228, 2.3804], [2.4922, 0.9728, -1.7933], [0.2285, 0.1561, -2.2038], [0.9176, -1.8158, 0.2656], [0.0287, -3.3878, -0.0952], [-2.1401, 0.4358, 1.5162]],
  "forces_ev_per_angstrom": [[-0.7, 0.5, -1.7], [1.8, -0.2, 0.9], [0.7, -1.7, -1.0], [-1.3, -1.1, -1.9], [0.3, -0.8, 0.4], [0.8, 1.5, 4.7], [3.3, 1.2, 2.9], [0.4, 1.8, -0.8], [-0.9, 0.5, -1.5], [-0.2, -0.6, -0.2], [-0.2, -0.4, 0.4], [-0.5, 0.4, -0.2], [-2.7, 0.1, -0.5], [1.5, 0.7, 0.7], [-0.9, -0.1, -0.6], [-2.2, -0.2, 1.6], [-1.1, 0.0, -4.5], [-1.3, -1.9, -0.1], [0.3, 0.9, 0.3], [3.0, -0.6, 1.0]],
  "lowdin_charge": [-0.1282, -0.0404, -0.0710, -0.2467, -0.4641, -0.2389, 0.0769, 0.1715, -0.2913, 0.1124, 0.1463, 0.0648, 0.0258, 0.0758, 0.1371, 0.1532, 0.0873, 0.1338, 0.1248, 0.1710],
  "energy_ha": -697.89372,
  "gap_ev": 7.60,
  "e_homo_ev": -8.167,
  "smiles": "NC(=O)[C@]1([N+](=O)[O-])NC=CC=C1O",
  "lumo_energy_ev": -0.6,
  "largest_force_ha_per_bohr": 0.0980
}

***

{
  "formula": "C6H7N5O",
  "method": "ωB97M-V/def2-TZVPD",
  "elements": ["C", "C", "C", "C", "C", "C", "H", "H", "H", "H", "H", "H", "H", "N", "N", "N", "N", "N", "O"],
  "xyz": [[1.6227, -1.4339, 3.4245], [0.9569, -0.3981, 1.4514], [0.4787, -0.2758, -0.7284], [-1.6328, 1.0487, -3.1592], [-1.5594, 1.1660, -0.6072], [-0.0226, 0.1135, 0.5489], [1.4941, -1.1409, 4.6860], [2.5996, -1.1261, 3.0006], [1.4864, -2.4790, 2.8236], [-1.8101, 0.1625, -3.6763], [-1.0425, 1.8277, -4.0655], [-2.4970, 1.6876, -2.8656], [-2.2415, 1.9591, -0.7183], [1.8267, -1.1226, 0.8009], [1.6527, -1.1307, -0.5098], [0.0067, -0.0688, -1.8654], [-1.0394, 0.6448, -1.8898], [-1.1011, 0.9658, 0.4694], [0.8221, -0.3997, 2.8802]],
  "forces_ev_per_angstrom": [[1.0, 0.5, 1.0], [-4.6, 1.7, 2.2], [4.5, -3.7, 3.7], [0.8, 3.8, -1.1], [-1.5, 1.3, -7.8], [1.3, 0.2, 0.3], [0.6, -2.0, -3.9], [0.3, -0.7, 1.4], [-0.4, 2.0, 2.3], [-0.9, -1.2, -1.0], [-0.9, -2.3, 3.4], [0.2, -1.0, -0.6], [-1.4, 0.6, -0.6], [1.4, -1.1, -2.1], [-1.5, 1.6, 0.4], [0.5, -0.5, -3.0], [-1.8, 2.7, 1.5], [3.1, -1.9, 7.3], [-0.6, 0.1, -3.3]],
  "lowdin_charge": [-0.1428, -0.2762, -0.2879, -0.0331, -0.1293, -0.0890, 0.1721, 0.0554, 0.1257, 0.0476, 0.1799, 0.0784, 0.1142, 0.0335, 0.0851, 0.1817, -0.1308, 0.1641, -0.1488],
  "energy_ha": -581.62798,
  "gap_ev": 7.26,
  "e_homo_ev": -8.269,
  "smiles": "COc1nnc2nn(C)cnc1-2",
  "lumo_energy_ev": -1.0,
  "largest_force_ha_per_bohr": 0.1586
}

***

{
  "formula": "C6H7N5O",
  "method": "ωB97M-V/def2-TZVPD",
  "elements": ["C", "C", "C", "C", "C", "C", "H", "H", "H", "H", "H", "H", "H", "N", "N", "N", "N", "N", "O"],
  "xyz": [[-1.0513, 2.9116, 1.0942], [-2.0357, 1.7069, 0.8717], [-0.4999, 0.2072, 0.3455], [0.6592, -0.8767, 1.8103], [1.1076, -1.3124, -0.3206], [0.9947, -1.1006, -2.4319], [-0.2394, 2.9858, 0.0454], [-0.2614, 2.8632, 2.0554], [-1.7526, 4.0806, 1.2233], [-3.0338, 1.9212, 0.1938], [-2.3350, 1.0155, 1.6469], [0.6969, -0.9938, 2.9467], [1.2312, -1.2185, -3.3814], [-0.3522, -0.0853, 1.5241], [1.4837, -1.5984, 0.9595], [1.6851, -1.6901, -1.4694], [0.0275, -0.2886, -1.9482], [0.3307, -0.2545, -0.7079], [-1.4472, 0.9435, -0.1813]],
  "forces_ev_per_angstrom": [[1.3, 3.2, 0.2], [-2.8, 2.0, -3.2], [-0.3, 0.7, -7.7], [3.1, -3.6, 1.5], [3.5, 0.8, -1.7], [-1.8, 1.2, 4.9], [-2.9, 0.0, 3.2], [-2.5, -0.1, -2.5], [2.5, -3.9, -0.5], [2.1, 0.6, 2.5], [0.2, 0.5, 0.6], [0.9, -0.4, -1.8], [0.5, -0.5, -4.3], [0.0, 0.2, 3.0], [-3.2, 2.5, 1.9], [0.6, -2.2, 1.0], [0.9, 1.1, -4.2], [-2.7, -1.3, 6.1], [0.6, -0.7, 1.1]],
  "lowdin_charge": [-0.1184, -0.2594, -0.3958, -0.1399, -0.3528, -0.1518, 0.1558, 0.1004, 0.1502, 0.1742, 0.0987, 0.1377, 0.0638, 0.1575, 0.1715, 0.1310, 0.1139, -0.0046, -0.0320],
  "energy_ha": -581.70218,
  "gap_ev": 9.22,
  "e_homo_ev": -9.284,
  "lumo_energy_ev": -0.1,
  "largest_force_ha_per_bohr": 0.1512
}

***

{
  "formula": "C6H7N6S",
  "method": "ωB97M-V/def2-TZVPD",
  "elements": ["C", "C", "C", "C", "C", "C", "N", "N", "N", "N", "N", "N", "S", "H", "H", "H", "H", "H", "H", "H"],
  "xyz": [[-3.3494, -0.6975, 0.0499], [0.0123, 2.0147, -0.0700], [-0.9002, 0.0782, 0.2152], [-1.8925, 1.0306, 0.0854], [-1.1915, -1.2502, 0.0507], [1.3220, -0.4293, -0.2077], [-3.1786, 0.6474, 0.0587], [-2.4708, -1.6359, 0.0402], [-1.2150, 2.2543, -0.0447], [0.3621, 0.5599, 0.0416], [2.3368, -0.0855, -1.2700], [2.1557, -0.4324, 1.0429], [0.3090, -2.1129, -0.3231], [-4.4059, -1.0964, 0.0605], [0.8004, 2.5964, -0.3051], [2.1081, 0.8161, -1.6185], [2.2441, -0.7905, -1.9148], [2.3507, 0.5581, 1.1117], [2.9975, -1.0821, 1.1723], [1.6051, -0.9429, 1.8246]],
  "forces_ev_per_angstrom": [[-3.3, 1.9, 0.5], [0.5, -3.4, -0.5], [-0.7, -1.6, -0.6], [-0.2, -1.0, 0.7], [-0.6, 0.7, 0.2], [1.1, -0.4, -1.8], [0.8, 0.2, -0.3], [3.4, -2.1, -0.5], [-1.8, 0.6, 0.1], [-2.4, 2.0, 0.4], [-1.5, 0.0, 3.9], [0.2, -3.8, 2.7], [1.1, 0.7, 0.0], [1.1, 1.0, -0.1], [2.2, 2.5, -0.4], [-0.2, 0.6, -0.9], [0.1, -1.6, -2.5], [0.6, 0.1, 1.3], [-0.6, 1.5, -1.5], [0.2, 2.2, -1.0]],
  "lowdin_charge": [-0.1958, -0.0361, -0.2609, -0.2245, -0.4914, -0.6132, 0.1821, 0.1051, 0.1973, 0.0052, 0.1371, 0.1906, 1.0661, 0.1458, 0.1000, 0.0816, 0.0469, 0.1587, 0.2069, 0.1987],
  "energy_ha": -959.23675,
  "charge": 1,
  "gap_ev": 8.97,
  "e_homo_ev": -13.027,
  "smiles": "N[C@]1([NH3+])Sc2ncnc3ncn1c23",
  "lumo_energy_ev": -4.1,
  "largest_force_ha_per_bohr": 0.0916
}

***

{
  "formula": "C6H7NO",
  "method": "ωB97M-V/def2-TZVPD",
  "elements": ["C", "C", "C", "C", "C", "C", "H", "H", "H", "H", "H", "H", "H", "N", "O"],
  "xyz": [[-2.6325, 0.3448, -0.4956], [-1.7606, -0.1073, 0.1476], [-0.5299, -0.5310, 0.7822], [1.5014, -0.8081, -0.6392], [0.9041, 0.5341, -0.6402], [0.5012, 0.5664, 0.7541], [-3.5150, 0.6435, -1.0514], [-0.5808, -1.0378, 1.7544], [1.4985, -1.4054, -1.5712], [2.4581, -0.9044, -0.0933], [0.0156, 0.4620, -1.2447], [1.8794, 2.0781, 0.3949], [1.3004, 0.2289, 1.4436], [0.9046, 1.7924, 0.0454], [0.3387, -1.5756, 0.0745]],
  "forces_ev_per_angstrom": [[-3.1, 1.0, -1.8], [2.0, -1.6, 1.1], [1.2, -0.7, 0.3], [-0.2, -2.1, 0.1], [-0.2, -0.8, -1.8], [1.3, 0.1, 2.4], [0.7, -0.1, 0.4], [-0.7, 0.6, -0.1], [0.4, 0.8, 0.2], [-0.5, -0.1, -0.1], [-0.1, 0.4, -0.5], [-2.0, -0.6, -0.3], [-0.4, 0.3, -0.5], [1.5, 1.1, 0.8], [0.1, 1.6, -0.2]],
  "lowdin_charge": [0.1360, -0.0846, -0.2538, -0.0871, -0.3163, -0.2479, 0.0499, 0.1487, 0.1226, 0.1201, 0.1282, 0.1410, 0.1508, 0.1316, -0.1391],
  "energy_ha": -362.57831,
  "gap_ev": 10.16,
  "e_homo_ev": -9.267,
  "smiles": "C#C[C@H]1OC[C@@H]2N[C@H]21",
  "lumo_energy_ev": 0.9,
  "largest_force_ha_per_bohr": 0.0725
}

***

{
  "formula": "C6H7NO",
  "method": "ωB97M-V/def2-TZVPD",
  "elements": ["C", "C", "C", "C", "C", "C", "H", "H", "H", "H", "H", "H", "H", "N", "O"],
  "xyz": [[-1.6236, 0.1970, -0.3533], [-0.7306, 1.3625, 0.3015], [0.5688, 1.5077, -0.0317], [0.8224, -0.7276, -0.6013], [0.2254, -1.0949, 0.7902], [-0.7131, -1.1385, -0.3644], [-1.5345, 2.0649, 0.6092], [1.1114, 2.3775, 0.1082], [2.2506, 0.7333, -0.4053], [1.3956, -1.3562, -1.1298], [0.2038, -0.4047, 1.5709], [0.5596, -2.1107, 1.1529], [-1.0585, -2.1744, -0.5633], [1.3278, 0.5701, -0.6800], [-2.8052, 0.1941, -0.4039]],
  "forces_ev_per_angstrom": [[4.3, -1.9, 3.0], [-3.0, -0.7, -2.6], [-1.8, -0.3, -0.5], [-3.0, -0.5, 3.7], [2.1, -3.9, -1.2], [-0.1, 2.7, -0.4], [1.6, 0.3, 0.2], [0.7, 1.8, 0.8], [1.8, -0.6, 0.0], [1.8, -2.7, -1.5], [-0.2, 1.1, 0.8], [-0.5, 1.1, -0.4], [0.1, 1.2, -0.7], [-2.5, 1.9, -0.4], [-1.2, 0.6, -0.8]],
  "lowdin_charge": [-0.3220, -0.0075, -0.1509, -0.2003, -0.1080, -0.0794, 0.1115, 0.0984, 0.1177, 0.0930, 0.0804, 0.1212, 0.1410, 0.0203, 0.0847],
  "energy_ha": -362.70960,
  "gap_ev": 9.11,
  "e_homo_ev": -8.347,
  "smiles": "O=C1C=CN[C@H]2C[C@@H]12",
  "lumo_energy_ev": 0.8,
  "largest_force_ha_per_bohr": 0.1086
}

***

{
  "formula": "C6H7NO",
  "method": "ωB97M-V/def2-TZVPD",
  "elements": ["C", "C", "C", "C", "C", "C", "H", "H", "H", "H", "H", "H", "H", "N", "O"],
  "xyz": [[-2.2135, -1.3077, 0.8497], [-1.5030, -0.2228, 0.8887], [-0.1677, 0.4509, 0.9728], [0.6726, 1.3274, -1.0963], [0.6771, -0.1812, -1.1163], [0.9110, -0.4096, 0.3967], [-2.8715, -2.1227, 0.6575], [0.2640, 1.0231, 1.8244], [0.3240, 2.0732, -1.8417], [1.7094, 1.7906, -0.5148], [-0.4122, -0.2529, -1.1343], [2.3990, -1.5665, -0.3367], [1.9465, -0.2433, 0.7472], [1.2431, -1.4618, -0.5969], [-0.2900, 1.4487, -0.0744]],
  "forces_ev_per_angstrom": [[4.0, 6.5, 0.0], [-3.1, -6.7, 1.5], [-0.9, 0.0, -1.3], [4.3, 2.5, 2.9], [0.6, -0.1, 1.4], [2.5, -0.2, -0.8], [-0.2, 0.1, 0.1], [-1.1, -0.9, 0.1], [0.4, -1.2, -0.2], [-2.2, -1.1, -2.4], [0.1, -1.6, -0.9], [-4.1, 0.5, -2.0], [-1.1, 1.5, 0.4], [2.2, -1.2, 0.6], [-1.4, 2.0, 0.5]],
  "lowdin_charge": [0.1538, -0.0203, -0.2832, -0.1739, -0.2066, -0.2689, 0.0166, 0.1627, 0.1279, 0.1712, 0.1222, 0.1886, 0.1268, 0.0736, -0.1905],
  "energy_ha": -362.48404,
  "gap_ev": 9.39,
  "e_homo_ev": -8.696,
  "smiles": "C#C[C@@H]1OC[C@H]2N[C@H]12",
  "lumo_energy_ev": 0.7,
  "largest_force_ha_per_bohr": 0.1476
}

***

{
  "formula": "C6H7NO",
  "method": "ωB97M-V/def2-TZVPD",
  "elements": ["C", "C", "C", "C", "C", "C", "H", "H", "H", "H", "H", "H", "H", "N", "O"],
  "xyz": [[1.0622, -1.3315, 0.7169], [0.8203, -0.2774, -0.2525], [0.0238, 0.8780, 0.5399], [-0.6396, -0.2160, -0.8992], [-0.5820, 1.0487, -1.5460], [0.0200, 1.8117, -0.6873], [1.9028, -1.8717, 0.5166], [1.7284, 0.1102, -0.8325], [0.3014, 1.2861, 1.4509], [-1.1543, -0.6215, 0.9842], [-1.0019, -1.0860, -1.4035], [-0.9203, 1.2854, -2.4617], [0.3807, 2.8769, -0.7055], [-1.1792, 0.1758, 0.4209], [0.3487, -1.8363, 1.5343]],
  "forces_ev_per_angstrom": [[-0.6, -1.2, -1.2], [-0.1, 2.3, 0.7], [2.8, 1.1, -2.2], [0.6, -2.7, 1.1], [0.7, 1.4, -0.8], [0.2, 3.2, 2.0], [3.5, -1.3, -0.3], [-1.3, -1.1, 0.7], [0.7, 0.5, 1.8], [0.0, -1.4, 1.4], [-0.5, -0.5, -0.2], [-0.9, 0.6, -3.2], [-0.7, -1.3, -0.1], [-2.9, 0.2, -1.0], [-1.4, 0.2, 1.4]],
  "lowdin_charge": [-0.2450, -0.0995, -0.2555, -0.2242, -0.0838, -0.0214, 0.0880, 0.1615, 0.1255, 0.0641, 0.1439, 0.0793, 0.1294, 0.0655, 0.0722],
  "energy_ha": -362.66346,
  "gap_ev": 9.18,
  "e_homo_ev": -8.660,
  "lumo_energy_ev": 0.5,
  "largest_force_ha_per_bohr": 0.0733
}

***

{
  "formula": "C6H7NO",
  "method": "ωB97M-V/def2-TZVPD",
  "elements": ["C", "C", "C", "C", "C", "C", "H", "H", "H", "H", "H", "H", "H", "N", "O"],
  "xyz": [[-1.7025, -0.0164, 2.3884], [-0.6719, -0.1187, 1.6778], [0.5027, -0.3997, 0.8062], [1.2423, 1.0048, -0.9261], [-0.2498, 0.5447, -1.2295], [0.1540, -0.8877, -0.6190], [-2.6035, -0.4230, 3.0768], [1.0340, -1.2471, 1.3983], [1.4073, 2.1116, -1.0200], [1.9422, 0.7581, -1.5837], [-0.8141, 0.9839, -0.4476], [-1.7665, -0.6010, -1.2962], [0.9359, -1.4593, -1.1020], [-0.8554, -0.8205, -1.5990], [1.4452, 0.5703, 0.4756]],
  "forces_ev_per_angstrom": [[1.3, -2.3, -0.7], [-3.5, 0.9, 2.2], [-0.3, -3.2, 0.6], [-4.0, 2.7, 1.3], [3.4, -1.2, 0.3], [-1.0, -0.2, 0.5], [2.7, 1.7, -2.0], [-0.5, 1.3, -1.0], [-0.9, -0.5, 1.0], [3.1, -2.6, -2.5], [-0.9, 0.6, 0.4], [-1.6, -0.3, 0.6], [0.7, 0.4, 0.4], [0.9, 1.3, -0.5], [0.5, 1.3, -0.6]],
  "lowdin_charge": [0.0850, -0.0811, -0.3594, -0.1127, -0.0903, -0.2316, 0.0950, 0.1752, 0.1294, 0.0581, 0.0868, 0.0814, 0.1457, 0.1022, -0.0838],
  "energy_ha": -362.53791,
  "gap_ev": 9.92,
  "e_homo_ev": -8.961,
  "smiles": "C#C[C@@H]1OC[C@H]2N[C@H]12",
  "lumo_energy_ev": 1.0,
  "largest_force_ha_per_bohr": 0.0973
}

***

{
  "formula": "C6H7NO2",
  "method": "ωB97M-V/def2-TZVPD",
  "elements": ["C", "C", "C", "C", "C", "C", "N", "O", "O", "H", "H", "H", "H", "H", "H", "H"],
  "xyz": [[-1.4371, -1.1694, -0.9390], [-0.3419, -1.6978, -0.5485], [-1.7590, 0.2155, -0.4570], [-0.8189, 0.7503, 0.6796], [1.6412, 1.1410, -0.2732], [0.5600, 0.4762, 0.4020], [1.8720, 0.4370, 0.9704], [0.2612, -2.8457, -0.3853], [-2.7794, 0.8511, -0.6588], [-2.3012, -1.4880, -1.5988], [-0.9631, 1.8068, 0.7842], [-0.9870, 0.2759, 1.5919], [2.2834, 0.7681, -1.1012], [1.7531, 2.1289, -0.3937], [1.0423, -2.6270, 0.0615], [1.9745, 0.9772, 1.8659]],
  "forces_ev_per_angstrom": [[-4.0, 1.6, -2.2], [2.8, 2.3, 2.5], [-0.7, 0.5, 1.3], [0.6, 0.5, -1.1], [1.7, -2.8, -1.9], [1.5, -3.1, -1.9], [-1.4, 0.2, 2.2], [-1.7, -0.8, -1.6], [1.0, -0.9, -0.5], [1.2, -0.3, 0.9], [-0.5, 0.7, -0.1], [-1.1, -0.8, 1.6], [-1.0, -0.7, 0.4], [-0.4, 4.0, 0.5], [2.1, 0.1, 1.1], [-0.1, -0.5, -1.2]],
  "lowdin_charge": [-0.0613, -0.1325, -0.3649, -0.0963, -0.1342, -0.2078, 0.0568, 0.1072, 0.0589, 0.1391, 0.1253, 0.1103, 0.1203, 0.0656, 0.0823, 0.1312],
  "energy_ha": -437.84503,
  "gap_ev": [8.28, 7.94],
  "e_homo_ev": [-8.054, -7.847],
  "lumo_energy_ev": [0.2, 0.1],
  "largest_force_ha_per_bohr": 0.0940
}